# C37H60BN6V

C37H60BN6V as an isolated structure (ωB97M-V/def2-TZVPD, the Open Molecules 2025 dataset).

The calculation puts the electronic energy at -74645.775 eV. The spin multiplicity is 2. For the LUMO energy (alpha / beta), the calculation gives -2.210 / -2.020 eV. Its total charge is +1. Its HOMO energy (alpha / beta) is -0.39271 / -0.37231 Eh.

XYZ file:
```
105
Properties=species:S:1:pos:R:3:mulliken_charge:R:1
V 0.142 -0.329 0.507 0.78
C 1.009 1.075 2.790 -0.46
C 1.994 2.085 2.223 0.53
C 1.359 3.457 1.999 -1.36
C 2.606 1.543 0.967 -1.32
C 3.846 1.778 0.403 -0.98
C 3.926 0.940 -0.710 0.09
C 5.139 0.931 -1.620 0.78
C 6.402 0.764 -0.763 -1.56
C 5.208 -0.045 -2.787 -1.17
N 2.765 0.257 -0.787 0.89
N 1.949 0.639 0.242 0.18
B 2.234 -0.925 -1.649 0.93
N 0.840 -0.539 -2.268 0.52
N -0.256 -0.720 -1.476 1.00
C -1.339 -0.711 -2.249 -0.93
C -0.955 -0.477 -3.566 -0.77
C 0.428 -0.361 -3.543 -0.16
C 1.281 0.083 -4.701 0.18
C 2.040 1.362 -4.338 -1.41
C 2.184 -0.989 -5.302 -1.26
C -2.681 -0.962 -1.634 2.71
C -3.461 -2.002 -2.438 -1.81
C -2.509 -1.400 -0.186 -1.48
N 2.050 -2.169 -0.717 0.39
N 1.278 -2.024 0.404 0.35
C 1.304 -3.170 1.078 -0.29
C 2.092 -4.086 0.391 -1.59
C 2.548 -3.425 -0.739 0.60
C 3.496 -4.050 -1.726 0.22
C 4.944 -3.844 -1.268 -1.34
C 3.309 -3.675 -3.193 -1.38
C 0.623 -3.311 2.407 0.32
C -0.502 -2.305 2.582 -0.75
C 1.651 -3.203 3.537 -1.49
H 0.601 1.403 3.747 0.49
H 1.473 0.096 2.929 0.20
H 0.093 0.984 2.168 -0.87
H 2.807 2.195 2.946 0.57
H 0.582 3.404 1.234 0.13
H 2.105 4.178 1.665 0.46
H 0.912 3.836 2.920 0.40
H 4.603 2.458 0.756 0.58
H 5.161 1.941 -2.045 0.38
H 6.404 -0.211 -0.271 0.35
H 6.492 1.529 0.007 0.36
H 7.288 0.824 -1.395 0.46
H 5.183 -1.082 -2.453 -0.07
H 6.158 0.111 -3.299 0.58
H 4.415 0.097 -3.517 0.12
H 2.990 -1.177 -2.512 -0.88
H -1.587 -0.381 -4.434 0.63
H 0.553 0.348 -5.473 0.45
H 2.708 1.204 -3.489 0.24
H 1.349 2.161 -4.066 0.33
H 2.638 1.701 -5.185 0.41
H 2.988 -1.270 -4.626 0.05
H 2.638 -0.610 -6.219 0.49
H 1.620 -1.889 -5.552 0.36
H -3.248 -0.027 -1.645 -1.26
H -2.914 -2.946 -2.484 0.40
H -3.634 -1.663 -3.459 0.41
H -4.432 -2.191 -1.979 0.47
H -1.896 -2.301 -0.125 0.56
H -3.472 -1.598 0.286 0.63
H -2.075 -0.596 0.444 -0.52
H 2.311 -5.105 0.666 0.56
H 3.283 -5.119 -1.637 0.60
H 5.187 -2.782 -1.203 0.14
H 5.634 -4.306 -1.976 0.41
H 5.114 -4.284 -0.285 0.40
H 3.853 -2.765 -3.443 0.03
H 2.259 -3.529 -3.451 0.29
H 3.705 -4.472 -3.823 0.50
H 0.178 -4.309 2.446 0.55
H -0.150 -1.260 2.528 -0.10
H -0.934 -2.363 3.582 0.62
H -1.310 -2.453 1.867 -0.10
H 2.109 -2.210 3.552 0.27
H 2.451 -3.931 3.411 0.43
H 1.179 -3.377 4.505 0.42
C -2.322 4.030 -1.670 -1.79
C -3.027 2.694 -1.442 2.02
C -4.421 2.729 -2.068 -1.73
C -3.056 2.271 0.023 0.88
C -2.124 2.763 0.942 -0.70
C -2.130 2.359 2.268 -0.64
C -3.052 1.427 2.737 0.87
C -3.026 0.966 4.168 -1.54
C -4.003 0.965 1.837 -0.97
C -4.013 1.386 0.515 -0.84
H -2.383 4.304 -2.723 0.45
H -1.263 3.993 -1.410 0.34
H -2.788 4.830 -1.089 0.39
H -2.442 1.937 -1.985 -0.77
H -5.077 3.409 -1.521 0.42
H -4.899 1.749 -2.089 0.30
H -4.358 3.077 -3.099 0.42
H -1.429 3.531 0.632 0.73
H -1.433 2.824 2.957 0.53
H -3.978 0.526 4.462 0.43
H -2.810 1.790 4.847 0.40
H -2.252 0.208 4.321 0.16
H -4.767 0.274 2.178 0.42
H -4.792 1.013 -0.138 0.27
```

=====

# C37H61BaN6Si2

C37H61BaN6Si2 as an isolated structure in a non-equilibrium geometry (ωB97M-V/def2-TZVPD, the Open Molecules 2025 dataset).

The calculation puts the electronic energy at -64752.262 eV. For the LUMO energy (alpha / beta), the calculation gives 2.184 / 2.185 eV. Its total charge is -1. Its HOMO energy (alpha / beta) is -0.15082 / -0.11808 Eh. The value obtained for the energy above the lowest of the compared OMol25 structures with the same formula, charge and spin is 0.0000 eV.

XYZ file:
```
107
Properties=species:S:1:pos:R:3:mulliken_charge:R:1
Ba -0.328 -0.203 0.300 0.60
N -1.518 1.958 2.119 0.18
C -2.900 1.836 2.567 -0.99
C -3.739 1.332 1.393 0.02
N -3.224 0.060 0.917 0.65
C -3.783 -1.135 1.530 -0.74
C -2.898 -1.715 2.635 -0.82
N -1.594 -2.056 2.083 0.12
H -0.869 2.075 2.887 0.15
H -1.425 2.759 1.502 -0.28
H -3.324 2.777 2.944 0.54
H -2.944 1.110 3.380 0.31
H -3.667 2.064 0.589 -0.38
H -4.794 1.270 1.699 0.39
H -3.267 -0.013 -0.092 -0.07
H -3.889 -1.903 0.758 0.39
H -4.777 -0.935 1.954 0.30
H -3.427 -2.572 3.077 0.46
H -2.746 -0.979 3.426 0.31
H -1.696 -2.787 1.385 -0.13
H -0.953 -2.384 2.795 -0.02
C 3.923 1.365 -1.230 -1.18
C 3.817 -0.106 -1.529 1.39
C 4.955 -0.901 -1.565 -0.92
C 4.874 -2.249 -1.874 -0.92
C 3.637 -2.805 -2.151 -0.83
C 2.475 -2.041 -2.123 1.41
C 1.159 -2.671 -2.477 -0.65
C 2.560 -0.674 -1.800 -1.87
N 1.407 0.122 -1.714 2.28
C 1.063 0.911 -2.725 0.10
C 1.785 0.863 -4.059 -2.12
C -0.047 1.796 -2.619 0.66
C -0.420 2.595 -3.855 -2.33
N -0.709 1.947 -1.471 0.65
C -1.852 2.749 -1.405 -0.65
C -1.818 3.937 -0.649 0.78
C -0.520 4.435 -0.063 -1.41
C -2.974 4.692 -0.476 -0.88
C -4.172 4.310 -1.055 -1.04
C -4.202 3.167 -1.839 -0.77
C -3.067 2.389 -2.039 1.75
C -3.148 1.184 -2.926 -1.31
H 4.918 1.605 -0.854 0.47
H 3.184 1.663 -0.485 0.05
H 3.745 1.960 -2.130 0.34
H 5.921 -0.454 -1.352 0.37
H 5.769 -2.858 -1.913 0.38
H 3.562 -3.858 -2.403 0.40
H 1.311 -3.594 -3.036 0.43
H 0.543 -1.993 -3.067 0.03
H 0.584 -2.913 -1.581 0.04
H 2.576 0.116 -4.040 0.50
H 2.233 1.829 -4.307 0.42
H 1.099 0.603 -4.868 0.36
H 0.435 3.169 -4.221 0.52
H -1.226 3.291 -3.635 0.45
H -0.743 1.939 -4.669 0.34
H 0.239 3.656 -0.084 -0.10
H -0.652 4.773 0.967 0.49
H -0.153 5.287 -0.642 0.41
H -2.924 5.600 0.116 0.44
H -5.068 4.899 -0.903 0.36
H -5.127 2.871 -2.321 0.42
H -4.182 0.859 -3.049 0.49
H -2.563 0.361 -2.519 -0.34
H -2.751 1.403 -3.922 0.42
N -1.633 -1.432 -1.215 -0.38
C -2.106 -2.423 -1.938 0.09
C -2.309 -2.343 -3.355 -0.10
C -2.834 -3.390 -4.080 -0.77
C -3.190 -4.594 -3.476 -0.56
C -2.988 -4.718 -2.106 -0.75
C -2.465 -3.686 -1.358 -0.33
H -2.021 -1.425 -3.853 0.40
H -2.972 -3.276 -5.149 0.37
H -3.598 -5.410 -4.058 0.35
H -3.242 -5.651 -1.614 0.38
H -2.306 -3.821 -0.294 0.26
C 4.032 -2.213 3.161 -1.14
Si 2.136 -2.057 3.149 0.17
C 1.657 -3.462 1.939 -0.70
C 1.587 -2.710 4.867 -1.24
C 1.402 -0.428 2.734 -0.07
Si 2.373 1.112 2.965 -0.03
C 1.750 2.585 1.901 0.02
C 2.330 1.853 4.734 -1.27
C 4.220 0.993 2.541 -0.95
H 4.328 -3.258 3.280 0.38
H 4.486 -1.639 3.972 0.24
H 4.450 -1.854 2.217 0.26
H 2.003 -4.429 2.317 0.42
H 2.136 -3.291 0.969 0.03
H 0.581 -3.546 1.763 0.11
H 2.044 -3.672 5.117 0.31
H 0.500 -2.841 4.911 0.33
H 1.861 -1.995 5.647 0.28
H 0.472 -0.327 3.321 0.18
H 0.989 3.174 2.421 0.52
H 1.319 2.236 0.961 -0.88
H 2.568 3.266 1.654 0.59
H 1.301 2.059 5.046 0.29
H 2.893 2.788 4.817 0.31
H 2.748 1.143 5.454 0.28
H 4.370 0.441 1.609 -0.02
H 4.768 0.471 3.327 0.39
H 4.666 1.984 2.424 0.40
```

=====

# C37H62F3N2O25P2S6

A 6-piece molecular cluster, C37H62F3N2O25P2S6 overall in a non-equilibrium geometry (ωB97M-V/def2-TZVPD, the Open Molecules 2025 dataset).

The calculation puts the electronic energy at -185267.437 eV. For the LUMO energy, the calculation gives -1.766 eV. Its total charge is +1. Its HOMO energy is -0.39746 Eh. The value obtained for the energy above the lowest of the compared OMol25 structures with the same formula, charge and spin is 0.0000 eV.

XYZ file:
```
137
Properties=species:S:1:pos:R:3:mulliken_charge:R:1
C 3.528 2.457 -1.695 -0.06
C 2.376 2.452 -1.442 -1.79
C 0.985 2.330 -1.206 1.30
P 0.174 3.286 -2.746 0.21
N 1.133 3.543 -3.936 -0.77
C 0.458 3.183 -0.024 -1.38
S 1.565 4.485 0.485 1.43
O 1.720 5.285 -0.692 -0.78
O 2.760 4.029 1.120 -0.61
C 0.692 5.630 1.719 0.68
F 1.282 5.519 2.883 -0.19
F 0.884 6.838 1.241 -0.23
F -0.600 5.389 1.818 -0.14
C -0.244 2.200 1.006 0.52
C 0.811 1.798 2.031 0.04
C 0.865 2.664 3.287 -2.31
O -1.326 2.936 1.460 -0.39
C -2.058 2.577 2.648 -1.27
C -2.151 1.110 3.074 1.10
C -1.897 0.936 4.575 -1.78
C -0.678 1.147 -0.096 -0.38
C -1.954 1.598 -0.785 -0.60
C -3.206 1.158 -0.088 0.45
C -3.434 -0.132 0.346 0.17
C -4.617 -0.468 0.944 -1.62
C -5.602 0.470 1.123 -0.97
C -5.403 1.757 0.692 0.59
C -6.455 2.796 0.869 -1.69
C -4.208 2.082 0.085 -0.41
N 0.499 0.893 -0.999 1.33
C 1.578 -0.058 -0.474 -1.26
C 1.037 -1.273 0.278 0.05
C 1.836 -2.494 -0.030 -0.43
O 1.356 -3.582 -0.129 -0.57
O 3.137 -2.259 -0.212 -0.53
P 0.148 0.190 -2.707 0.48
C -0.399 -1.542 -2.657 -1.20
C -1.759 -1.824 -2.037 -1.16
C 1.601 0.323 -3.814 0.11
C 2.027 -1.010 -4.432 -1.52
H 4.567 2.565 -1.821 0.67
H -0.179 4.511 -2.183 0.09
H -1.016 2.647 -3.100 -0.06
H 0.754 3.168 -4.795 0.30
H -0.402 3.749 -0.349 1.15
H 0.599 0.794 2.351 0.33
H 1.801 1.794 1.636 0.64
H 0.621 2.106 4.170 0.36
H 1.862 3.032 3.431 0.50
H 0.213 3.519 3.255 0.25
H -3.053 2.943 2.484 0.62
H -1.677 3.159 3.468 0.95
H -1.464 0.453 2.568 -0.37
H -3.162 0.793 2.923 0.09
H -0.881 0.658 4.790 0.33
H -2.205 1.801 5.138 0.38
H -2.507 0.119 4.926 0.47
H -0.999 0.292 0.477 -0.06
H -2.048 1.253 -1.808 0.09
H -2.000 2.671 -0.851 0.33
H -2.685 -0.892 0.243 0.30
H -4.764 -1.471 1.292 0.50
H -6.521 0.199 1.600 0.48
H -7.182 2.490 1.602 0.43
H -6.981 2.956 -0.060 0.28
H -6.023 3.738 1.156 0.40
H -4.065 3.086 -0.265 0.66
H 2.128 -0.422 -1.318 1.87
H 2.303 0.440 0.132 0.31
H 1.188 -1.104 1.329 0.49
H -0.008 -1.480 0.136 -0.31
H 3.541 -1.977 0.628 0.35
H 0.305 -2.217 -2.186 0.78
H -0.403 -1.834 -3.690 0.77
H -2.435 -1.005 -2.056 -0.13
H -1.639 -2.248 -1.054 0.31
H -2.211 -2.603 -2.626 0.60
H 1.283 0.956 -4.616 0.38
H 2.482 0.756 -3.373 0.01
H 2.836 -0.793 -5.106 0.50
H 1.243 -1.403 -5.053 0.39
H 2.329 -1.735 -3.697 0.30
C 4.687 -2.517 5.214 0.01
C 6.003 -1.899 4.810 -0.40
O 5.643 -0.981 3.754 -0.33
S 4.210 -0.383 4.040 0.96
O 4.321 0.896 4.625 -0.63
O 3.406 -0.572 2.869 -0.27
O 3.743 -1.421 5.140 -0.33
H 4.373 -3.290 4.511 0.01
H 4.708 -2.927 6.219 0.32
H 6.713 -2.635 4.445 0.33
H 6.453 -1.332 5.625 0.33
C -5.804 0.850 -5.560 -0.42
C -5.411 2.140 -4.872 -0.24
O -5.060 1.721 -3.534 -0.32
S -4.415 0.270 -3.578 1.12
O -2.998 0.405 -3.571 -0.47
O -5.070 -0.559 -2.636 -0.69
O -4.867 -0.118 -5.046 -0.29
H -6.811 0.533 -5.287 0.31
H -5.718 0.906 -6.640 0.35
H -6.217 2.864 -4.831 0.37
H -4.533 2.595 -5.335 0.18
C 4.231 -5.992 2.211 -0.26
C 4.715 -7.420 2.134 -0.31
O 6.147 -7.301 2.047 -0.34
S 6.639 -6.041 2.881 1.08
O 7.070 -6.455 4.165 -0.54
O 7.456 -5.236 2.050 -0.55
O 5.209 -5.337 3.043 -0.17
H 4.233 -5.514 1.230 0.30
H 3.248 -5.913 2.655 0.29
H 4.335 -7.949 1.266 0.32
H 4.468 -7.977 3.040 0.29
C -0.750 -7.178 4.719 -0.29
C -0.259 -8.609 4.656 -0.34
O 1.169 -8.475 4.542 -0.33
S 1.659 -7.197 5.355 0.96
O 2.127 -7.583 6.631 -0.55
O 2.473 -6.417 4.488 -0.41
O 0.236 -6.503 5.519 -0.33
H -0.771 -6.716 3.731 0.26
H -1.726 -7.086 5.186 0.32
H -0.647 -9.153 3.801 0.32
H -0.484 -9.157 5.572 0.30
C -0.553 6.209 -8.250 -0.40
C 0.338 5.660 -7.156 -0.34
O -0.571 4.933 -6.310 -0.22
S -1.737 4.296 -7.182 1.20
O -1.429 2.938 -7.457 -0.59
O -2.979 4.652 -6.596 -0.58
O -1.495 5.149 -8.501 -0.32
H -1.105 7.090 -7.919 0.30
H -0.011 6.441 -9.161 0.31
H 0.838 6.432 -6.581 0.34
H 1.078 4.961 -7.551 0.28
```

=====

# C37H63N3O17

A 10-piece molecular cluster, C37H63N3O17 overall in a non-equilibrium geometry (ωB97M-V/def2-TZVPD, the Open Molecules 2025 dataset).

The calculation puts the electronic energy at -78667.233 eV. For the LUMO energy, the calculation gives -0.073 eV. As for the SMILES: O=C1CCCO1.O=C1CCCO1.O=C1CCCO1.O=C1CCCO1.O=C1CCCO1.O=C1CCCO1.O=C1CCCO1.CNC(C)=O.CNC(C)=O.CNC(C)=O. Its HOMO energy is -0.33275 Eh. The value obtained for the energy above the lowest of the compared OMol25 structures with the same formula, charge and spin is 1.2547 eV.

XYZ file:
```
120
Properties=species:S:1:pos:R:3:mulliken_charge:R:1
C 1.618 -5.358 -3.431 -1.05
C 3.144 -5.171 -3.496 0.72
O 3.883 -6.145 -3.680 -0.64
N 3.656 -3.958 -3.177 -0.16
C 5.058 -3.692 -2.922 -0.82
H 1.163 -4.790 -4.242 0.31
H 1.294 -4.979 -2.461 0.31
H 1.355 -6.382 -3.695 0.28
H 2.977 -3.377 -2.706 0.17
H 5.699 -4.141 -3.681 0.27
H 5.356 -4.060 -1.941 0.29
H 5.230 -2.617 -2.883 0.31
C -4.595 -5.115 -4.886 -0.91
C -5.978 -4.715 -5.234 0.72
O -6.835 -4.809 -4.326 -0.67
N -6.252 -4.315 -6.479 -0.19
C -7.543 -4.023 -7.008 -0.88
H -4.594 -6.191 -4.714 0.24
H -4.143 -4.574 -4.055 0.26
H -3.994 -4.794 -5.737 0.29
H -5.499 -4.533 -7.116 0.24
H -7.683 -4.216 -8.072 0.37
H -7.773 -2.972 -6.837 0.22
H -8.440 -4.554 -6.689 0.31
C 4.610 4.607 1.760 -1.01
C 5.860 4.439 0.953 0.75
O 5.807 4.082 -0.232 -0.67
N 6.972 4.780 1.608 -0.20
C 8.281 4.879 0.979 -0.87
H 4.327 5.638 1.546 0.29
H 4.758 4.467 2.831 0.35
H 3.857 3.891 1.431 0.22
H 6.856 5.319 2.455 0.25
H 8.839 5.747 1.330 0.34
H 8.091 4.966 -0.091 0.31
H 8.935 4.034 1.192 0.24
O 0.989 6.920 -5.753 -0.62
C 0.796 6.544 -4.558 0.53
O -0.205 7.061 -3.794 -0.34
C -0.361 6.422 -2.559 -0.36
C 1.059 5.821 -2.397 -0.41
C 1.616 5.537 -3.775 -0.36
H -1.116 5.637 -2.612 0.24
H -0.614 7.128 -1.768 0.30
H 1.079 4.919 -1.785 0.28
H 1.702 6.551 -1.905 0.23
H 1.490 4.531 -4.175 0.28
H 2.673 5.792 -3.857 0.23
O 5.175 -0.048 4.737 -0.65
C 6.120 -0.152 3.959 0.52
O 6.001 -0.758 2.739 -0.32
C 7.253 -0.817 2.121 -0.42
C 8.250 -0.697 3.275 -0.48
C 7.529 0.152 4.250 -0.32
H 7.272 0.027 1.431 0.27
H 7.496 -1.721 1.564 0.32
H 9.139 -0.184 2.907 0.28
H 8.453 -1.709 3.624 0.29
H 7.755 1.217 4.202 0.26
H 7.784 -0.127 5.273 0.24
O -1.720 2.857 4.515 -0.62
C -0.995 2.859 5.508 0.62
O -1.417 2.460 6.714 -0.35
C -0.349 2.471 7.731 -0.29
C 0.592 3.511 7.104 -0.56
C 0.457 3.291 5.560 -0.40
H 0.072 1.466 7.720 0.17
H -0.730 2.690 8.728 0.29
H 1.621 3.445 7.458 0.37
H 0.237 4.495 7.409 0.27
H 1.172 2.522 5.269 0.22
H 0.654 4.092 4.848 0.29
O -6.740 0.205 -0.054 -0.62
C -7.058 -0.723 0.682 0.60
O -7.666 -0.572 1.804 -0.35
C -8.003 -1.747 2.502 -0.37
C -6.927 -2.709 1.857 -0.65
C -6.727 -2.195 0.442 -0.29
H -8.971 -2.174 2.238 0.25
H -7.877 -1.852 3.579 0.34
H -7.395 -3.690 1.774 0.32
H -6.039 -2.755 2.488 0.30
H -7.332 -2.759 -0.268 0.33
H -5.669 -2.422 0.306 0.15
O -2.102 1.489 -5.746 -0.63
C -3.295 1.333 -5.479 0.53
O -4.068 2.329 -5.103 -0.34
C -5.497 2.026 -5.055 -0.32
C -5.540 0.712 -5.868 -0.54
C -4.109 0.134 -5.787 -0.34
H -6.102 2.860 -5.410 0.27
H -5.881 1.835 -4.053 0.24
H -5.714 0.831 -6.937 0.25
H -6.370 0.071 -5.571 0.36
H -3.721 -0.503 -6.581 0.34
H -4.066 -0.545 -4.936 0.18
O -1.171 -4.129 3.240 -0.57
C -0.443 -3.894 4.200 0.53
O 0.728 -4.609 4.517 -0.36
C 1.432 -3.983 5.618 -0.33
C 0.521 -2.933 6.244 -0.39
C -0.627 -2.747 5.245 -0.31
H 2.376 -3.584 5.247 0.27
H 1.627 -4.652 6.457 0.25
H 1.038 -1.984 6.387 0.23
H 0.120 -3.284 7.194 0.26
H -0.648 -1.724 4.868 0.15
H -1.602 -2.835 5.724 0.26
O -0.991 -1.601 -2.033 -0.61
C -0.533 -0.876 -1.227 0.53
O 0.807 -0.683 -1.203 -0.38
C 1.170 0.131 -0.080 -0.30
C -0.131 0.408 0.672 -0.35
C -1.270 -0.048 -0.228 -0.31
H 1.571 1.106 -0.359 0.21
H 1.883 -0.384 0.564 0.30
H -0.350 1.466 0.818 0.28
H -0.113 -0.072 1.651 0.15
H -1.755 0.841 -0.630 0.25
H -1.997 -0.675 0.288 0.23
```

=====

What is the electronic energy in the first record? -74645.775 eV